1.
ORCA calculation (ωB97M-V/def2-TZVPD) on a structure of composition C25H45EuF3P2.

Geometry as ORCA input:
```
! RIJCOSX wB97M-V def2-TZVPD def2/J DEFGRID3
* xyz 1 7
Eu 0.06 0.01 -0.07
C -1.69 1.60 0.12
C -2.07 0.64 -0.96
C -1.94 -0.59 1.09
C -1.67 0.84 1.38
C -2.21 -0.73 -0.36
C -1.73 3.09 -0.02
H -1.40 3.46 -1.01
H -1.12 3.63 0.73
H -2.77 3.45 0.11
C -1.64 1.42 2.73
H -1.44 2.51 2.75
H -0.91 0.96 3.41
H -2.63 1.29 3.22
C -2.14 -1.66 2.10
H -3.22 -1.75 2.35
H -1.63 -1.45 3.05
H -1.81 -2.67 1.79
C -3.07 -1.85 -0.84
H -4.12 -1.61 -0.60
H -2.87 -2.81 -0.31
H -3.07 -2.10 -1.92
C -2.87 1.15 -2.08
H -3.81 1.56 -1.66
H -3.19 0.40 -2.80
H -2.41 2.00 -2.62
C 1.56 0.40 -3.43
C 0.53 1.28 -3.58
C -0.04 1.62 -4.91
C -0.92 0.47 -5.47
C -0.96 -0.75 -4.58
C 0.07 -1.60 -4.50
C 1.37 -1.38 -5.22
C 2.24 -0.27 -4.58
H 0.76 1.86 -5.63
H -0.50 0.18 -6.45
H -0.63 2.56 -4.84
H 2.51 0.47 -5.35
H 1.96 0.05 -2.47
H 0.00 1.78 -2.76
H 3.20 -0.69 -4.24
H 1.92 -2.33 -5.31
H -0.07 -2.61 -4.09
H 1.16 -1.10 -6.26
H -1.93 0.82 -5.74
H -1.95 -1.07 -4.21
P 1.75 1.78 0.61
C 1.39 2.59 2.18
H 2.27 3.21 2.41
H 1.24 1.92 3.04
H 0.52 3.27 2.13
C 3.44 1.24 0.84
H 3.99 2.09 1.26
H 3.93 0.95 -0.10
H 3.54 0.40 1.54
C 1.96 3.27 -0.38
H 2.45 3.08 -1.34
H 2.62 3.94 0.20
H 1.02 3.81 -0.57
P 0.99 -2.33 -0.24
C -0.20 -3.65 -0.63
H 0.41 -4.48 -1.01
H -0.99 -3.43 -1.35
H -0.72 -4.01 0.28
C 2.63 -2.62 -0.92
H 2.60 -2.81 -2.00
H 3.03 -3.53 -0.47
H 3.35 -1.81 -0.72
C 1.39 -3.18 1.30
H 1.60 -4.22 1.05
H 0.57 -3.18 2.02
H 2.28 -2.77 1.78
F 0.94 0.25 3.86
C 0.98 -0.62 2.79
F 2.35 -0.89 2.63
F 0.41 -1.77 3.32
*
```

Calculated values
LUMO energy (spin up / spin down)	-0.127 / -0.113	Ha
expectation value of S²	12.02
Kohn-Sham gap (spin up / spin down)	7.61 / 7.99	eV


2.
ORCA calculation (ωB97M-V/def2-TZVPD) on a structure of composition C25H45F3I2N3O4PSi2.

Geometry as ORCA input:
```
! RIJCOSX wB97M-V def2-TZVPD def2/J DEFGRID3
* xyz 0 1
C -0.75 -4.67 1.77
C -1.25 -3.40 1.42
N -0.89 -2.79 0.06
C -0.48 -1.36 0.43
C 1.14 -1.32 0.54
F 1.80 -1.58 -0.68
F 1.64 -2.30 1.48
F 1.64 -0.09 1.02
C -1.11 -0.21 -0.47
I -1.05 1.79 0.50
N -2.52 -0.35 -0.87
I -3.13 0.88 -2.37
C -3.07 -1.73 -0.91
C -4.14 -1.88 0.27
C -5.62 -2.37 -0.17
C -6.29 -1.53 -1.36
O -6.87 -2.51 -2.30
C -8.08 -3.09 -1.76
C -1.93 -2.92 -0.98
C -1.40 -2.78 -2.52
C 0.11 -3.10 -2.79
C 0.94 -2.03 -3.61
C 2.45 -2.26 -3.99
C 3.22 -3.55 -3.59
C 4.74 -3.87 -3.98
C 2.42 -4.61 -2.76
C 0.91 -4.37 -2.40
P -2.92 -4.53 -1.04
O -3.63 -4.97 0.23
O -4.16 -4.36 -2.23
O -1.99 -5.88 -1.58
H -0.48 -5.37 0.89
H -0.57 -5.06 2.82
H -1.95 -2.88 2.16
H 0.02 -3.27 -0.14
H -0.82 -1.13 1.52
H -0.47 -0.13 -1.43
H -3.63 -1.84 -1.92
H -3.84 -2.54 1.15
H -4.30 -0.82 0.72
H -5.68 -3.51 -0.33
H -6.28 -2.18 0.77
H -5.56 -0.91 -1.98
H -7.16 -0.91 -0.96
H -8.68 -3.50 -2.65
H -7.82 -4.01 -1.10
H -8.75 -2.33 -1.23
H -2.03 -3.43 -3.25
H -1.60 -1.70 -2.89
H 0.44 -1.05 -3.97
H 3.00 -1.47 -4.61
H 5.50 -3.42 -3.25
H 4.84 -5.02 -3.96
H 4.94 -3.57 -5.08
H 2.92 -5.57 -2.40
H 0.40 -5.19 -1.81
H -4.73 -5.17 -2.18
H -2.42 -6.28 -2.38
C 5.09 3.26 1.56
Si 3.82 4.50 2.22
C 3.18 3.80 3.85
C 2.40 4.54 0.99
N 4.59 6.02 2.41
Si 3.74 7.40 2.99
C 3.08 7.17 4.74
C 2.31 7.90 1.87
C 4.93 8.87 3.05
H 4.62 2.27 1.44
H 5.48 3.58 0.60
H 5.92 3.15 2.26
H 2.90 2.75 3.73
H 2.29 4.34 4.19
H 3.94 3.86 4.63
H 2.71 5.03 0.06
H 1.53 5.06 1.39
H 2.09 3.52 0.74
H 2.23 6.49 4.76
H 2.74 8.13 5.14
H 3.86 6.78 5.40
H 2.63 7.95 0.83
H 1.94 8.89 2.16
H 1.47 7.21 1.95
H 5.32 9.08 2.05
H 5.77 8.66 3.72
H 4.41 9.77 3.41
*
```

Calculated values
LUMO energy	-0.076	Ha
Kohn-Sham gap	2.46	eV


3.
ORCA calculation (ωB97M-V/def2-TZVPD) on the ion C25H45N14O8 with charge +1.

Geometry as ORCA input:
```
! RIJCOSX wB97M-V def2-TZVPD def2/J DEFGRID3
* xyz 1 1
N -5.79 -0.32 -0.10
C -5.15 -1.31 0.51
N -3.92 -1.10 0.95
H -3.44 -0.19 0.78
C -3.07 -2.10 1.55
H -3.06 -1.96 2.64
C -3.61 -3.50 1.20
H -3.10 -4.26 1.79
C -5.11 -3.54 1.48
N -5.75 -2.49 0.71
H -6.71 -2.61 0.45
H -0.36 2.54 -3.89
H -5.52 -4.50 1.18
H -5.30 -3.40 2.55
H -3.44 -3.69 0.14
C -1.62 -1.97 1.06
N -0.91 -0.80 1.55
C -1.19 0.50 1.36
O -2.28 0.97 1.04
C -0.05 1.41 1.68
C -0.31 2.55 2.35
N 0.53 3.56 2.77
C 1.90 3.69 2.72
O 2.68 2.76 2.56
N 2.33 4.94 3.01
H 1.75 5.74 2.82
H 3.32 5.09 2.90
H 0.04 4.40 3.06
H -1.34 2.71 2.63
N 1.22 1.07 1.21
C 1.45 0.53 0.00
O 0.63 -0.05 -0.69
C 2.89 0.76 -0.49
N 3.15 -0.07 -1.64
C 3.66 -1.32 -1.69
O 3.67 -1.97 -2.72
C 4.25 -1.84 -0.37
N 3.22 -1.98 0.65
C 2.05 -2.63 0.64
O 1.30 -2.52 1.60
C 1.70 -3.54 -0.53
N 2.48 -4.76 -0.35
H 2.23 -5.22 0.51
H 2.34 -5.40 -1.12
H 2.00 -3.08 -1.48
C 0.18 -3.85 -0.56
N -0.63 -2.78 -1.07
C -1.52 -1.95 -0.48
O -2.20 -1.20 -1.15
H -0.52 -2.59 -2.06
H -0.13 -4.13 0.44
H 0.04 -4.71 -1.22
H 3.44 -1.57 1.55
H 4.95 -1.09 0.00
C 5.09 -3.11 -0.58
O 5.94 -3.22 0.55
H 6.46 -4.02 0.47
H 4.43 -3.98 -0.66
H 5.66 -2.99 -1.50
H 2.68 0.22 -2.49
H 3.60 0.52 0.30
C 3.05 2.25 -0.86
N 1.86 2.81 -1.44
C 1.11 3.73 -0.80
O 1.42 4.26 0.26
C -0.15 4.11 -1.55
H -0.73 4.77 -0.91
H 0.15 4.67 -2.44
C -1.01 2.91 -1.99
N -0.28 2.13 -2.97
H -3.72 2.03 -0.32
H -0.62 1.18 -3.01
C -2.36 3.46 -2.50
C -3.29 2.44 -3.16
H -4.16 2.98 -3.54
H -2.79 1.98 -4.02
C -3.77 1.32 -2.24
N -4.42 1.77 -1.01
H -6.71 -0.49 -0.47
H -5.02 2.57 -1.19
H -2.95 0.66 -1.95
H -4.50 0.72 -2.80
H -2.14 4.24 -3.24
H -2.87 3.94 -1.67
H -1.18 2.26 -1.12
H 1.39 2.35 -2.22
H 3.89 2.36 -1.56
H 3.27 2.83 0.05
H 1.97 1.60 1.68
H 0.05 -1.03 1.79
H -1.06 -2.81 1.47
H -5.26 0.54 -0.43
*
```

Calculated values
LUMO energy	-0.060	Ha
ΔE to the lowest compared entry with this formula, charge and spin	28.8	kcal per mole
Kohn-Sham gap	8.93	eV


4.
ORCA calculation (ωB97M-V/def2-TZVPD) on a cluster of 9 separate species, C25H45N7O20 in total.

Geometry as ORCA input:
```
! RIJCOSX wB97M-V def2-TZVPD def2/J DEFGRID3
* xyz 0 1
O -2.87 -0.01 -1.12
C -1.89 0.00 -0.45
C -1.88 0.78 0.81
C -0.87 0.89 1.67
O -0.92 1.62 2.83
C 0.39 0.26 1.37
O 1.33 0.42 2.15
C 0.48 -0.54 0.12
C -0.55 -0.67 -0.76
O -0.49 -1.38 -1.95
H -2.78 1.29 1.12
H -0.11 1.48 3.32
H 1.42 -1.00 -0.13
H -1.36 -1.69 -2.21
O -6.00 1.13 -7.44
C -5.17 1.20 -6.54
C -5.46 0.86 -5.15
C -4.59 0.86 -4.15
O -5.01 0.67 -2.84
C -3.13 1.12 -4.34
O -2.32 1.28 -3.43
C -2.85 1.36 -5.78
C -3.74 1.44 -6.81
O -3.43 1.93 -8.04
H -6.47 0.60 -4.88
H -4.26 0.74 -2.24
H -1.85 1.71 -5.97
H -4.12 1.78 -8.68
C -5.05 -1.23 1.64
N -5.83 -0.02 1.34
O -7.04 -0.31 1.11
O -5.29 1.02 1.15
H -5.73 -2.04 1.88
H -4.43 -0.90 2.47
H -4.39 -1.44 0.80
C -3.49 3.41 3.31
N -4.47 2.41 3.89
O -4.20 1.25 3.79
O -5.47 2.79 4.48
H -3.42 3.24 2.24
H -2.54 3.20 3.80
H -3.85 4.40 3.60
C 2.63 3.48 2.89
N 1.80 4.49 2.19
O 2.15 5.69 2.38
O 0.74 4.18 1.72
H 2.96 3.87 3.86
H 3.46 3.10 2.30
H 1.91 2.68 3.11
C 3.34 -2.70 5.12
N 3.01 -2.12 3.80
O 2.17 -2.71 3.15
O 3.46 -0.96 3.60
H 3.30 -3.78 4.95
H 2.64 -2.36 5.87
H 4.36 -2.36 5.32
C 0.13 4.45 5.42
N 0.35 3.12 6.03
O -0.18 2.97 7.11
O 1.06 2.27 5.46
H 0.16 5.10 6.29
H -0.82 4.46 4.88
H 0.95 4.66 4.73
C 4.26 1.37 0.10
O 3.42 2.39 -0.44
C 2.85 1.95 -1.63
C 1.78 2.95 -2.17
C 1.05 2.17 -3.21
N 2.44 4.13 -2.56
H 5.16 1.15 -0.48
H 3.80 0.48 0.51
H 4.60 1.85 1.02
H 3.58 1.72 -2.40
H 2.37 0.98 -1.48
H 1.13 3.07 -1.31
H 0.34 2.88 -3.63
H 0.44 1.37 -2.79
H 1.75 1.78 -3.95
H 2.59 4.52 -1.64
H 3.38 4.08 -2.91
C 1.43 -4.37 -0.82
O 1.67 -5.61 -1.47
C 3.08 -6.01 -1.37
C 3.02 -7.50 -1.72
C 4.37 -8.18 -1.60
N 2.74 -7.71 -3.13
H 0.47 -4.07 -1.23
H 2.10 -3.51 -0.91
H 1.34 -4.52 0.26
H 3.64 -5.51 -2.17
H 3.47 -5.78 -0.38
H 2.28 -7.95 -1.05
H 5.07 -7.67 -2.25
H 4.30 -9.26 -1.75
H 4.78 -8.11 -0.59
H 1.91 -7.19 -3.39
H 3.49 -7.25 -3.62
*
```

Calculated values
LUMO energy	-0.070	Ha
structure (SMILES)	O=C1C=C(O)C(=O)C=C1O.O=C1C=C(O)C(=O)C=C1O.C[N+](=O)[O-].C[N+](=O)[O-].C[N+](=O)[O-].C[N+](=O)[O-].C[N+](=O)[O-].COC[C@H](C)N.COC[C@H](C)N
Kohn-Sham gap	7.26	eV


5.
ORCA calculation (ωB97M-V/def2-TZVPD) on a structure of composition C25H46BNP2Pr.

Geometry as ORCA input:
```
! RIJCOSX wB97M-V def2-TZVPD def2/J DEFGRID3
* xyz 1 3
Pr -1.27 1.31 2.50
C 0.32 0.35 4.48
C 1.33 0.73 3.55
C 0.11 2.63 4.09
C -0.43 1.52 4.83
C 1.10 2.11 3.21
C 0.28 -0.93 5.24
H 1.06 -1.64 4.93
H -0.68 -1.43 5.13
H 0.43 -0.73 6.32
C -1.78 1.54 5.46
H -1.85 0.72 6.20
H -2.60 1.37 4.72
H -1.99 2.50 5.94
C -0.52 3.99 4.05
H -0.42 4.45 5.05
H -1.60 3.98 3.80
H 0.02 4.62 3.35
C 1.82 2.83 2.13
H 2.67 3.40 2.55
H 1.18 3.55 1.60
H 2.23 2.14 1.38
C 2.60 0.03 3.27
H 3.47 0.65 3.52
H 2.71 -0.23 2.21
H 2.69 -0.89 3.85
C -0.08 -2.86 0.72
C 0.99 -3.05 1.50
C 2.42 -2.93 1.11
C 2.81 -2.16 -0.18
C 2.48 -0.69 -0.17
C 1.31 -0.11 -0.46
C -0.02 -0.73 -0.70
C -0.11 -2.28 -0.65
H 2.89 -3.92 1.00
H 2.42 -2.67 -1.07
H 2.97 -2.46 1.94
H 0.65 -2.74 -1.28
H -1.09 -3.12 1.06
H 0.86 -3.39 2.53
H -1.08 -2.55 -1.12
H -0.80 -0.30 -0.04
H 1.27 0.99 -0.43
H -0.39 -0.40 -1.70
H 3.92 -2.22 -0.25
H 3.36 -0.07 0.07
P -0.91 -0.51 -4.18
P -0.84 2.21 -5.39
C -1.01 -0.50 -6.04
C -1.46 0.87 -6.54
H -1.72 -1.28 -6.36
H -0.02 -0.77 -6.46
H -1.10 1.08 -7.56
H -2.56 0.95 -6.55
C -1.51 3.63 -6.36
H -1.10 4.56 -5.94
H -2.60 3.64 -6.26
H -1.23 3.54 -7.42
C 0.88 2.27 -6.09
H 0.85 2.20 -7.19
H 1.48 1.45 -5.68
H 1.34 3.22 -5.79
C -2.41 -1.51 -3.84
H -2.43 -1.79 -2.78
H -2.41 -2.42 -4.46
H -3.30 -0.92 -4.06
C 0.40 -1.79 -4.08
H 1.28 -1.46 -4.65
H 0.02 -2.75 -4.48
H 0.69 -1.91 -3.02
B -2.63 -2.60 4.59
C -2.77 -1.30 3.80
N -2.85 -0.30 3.19
H -3.71 -2.95 4.99
H -1.92 -2.43 5.56
H -2.09 -3.38 3.80
*
```

Calculated values
LUMO energy (spin up / spin down)	-0.162 / -0.153	Ha
expectation value of S²	2.01
Kohn-Sham gap (spin up / spin down)	5.17 / 5.43	eV